#A
DFT (ωB97M-V with the def2-TZVPD basis set) results for the molecule C4H13N3.

Values from the calculation:
SMILES: NCCNCCN
Lowest unoccupied orbital energy, hartree: 0.0389
Gap between HOMO and LUMO, eV: 9.98
Highest occupied orbital energy, eV: -8.9

Last column: Löwdin charge in e.
Geometry (Å):
1 N -2.66 0.09 0.20  -0.036
2 C -2.25 -1.21 0.79  -0.275
3 C -0.74 -0.90 1.17  -0.191
4 N 0.17 -0.52 -0.07  -0.086
5 C 1.57 -0.17 0.27  -0.268
6 C 2.12 0.58 -0.94  -0.362
7 N 1.81 1.93 -1.15  -0.030
8 H -3.60 0.13 -0.26  0.091
9 H -1.85 0.33 -0.35  0.007
10 H -3.03 -1.59 1.46  0.097
11 H -1.99 -2.07 0.05  0.111
12 H -0.38 -1.92 1.30  0.101
13 H -0.84 -0.10 1.88  0.095
14 H -0.27 0.36 -0.60  0.116
15 H 2.23 -1.02 0.58  0.114
16 H 1.72 0.47 1.18  0.113
17 H 1.75 0.03 -1.83  0.115
18 H 3.21 0.38 -0.85  0.118
19 H 2.64 2.40 -1.53  0.076
20 H 0.98 2.28 -1.69  0.092

---

#B
DFT (ωB97M-V with the def2-TZVPD basis set) results for the molecule C4H13N3.

Values from the calculation:
SMILES: CNCCNCN
Lowest unoccupied orbital energy, hartree: 0.0430
Gap between HOMO and LUMO, eV: 9.81
Highest occupied orbital energy, eV: -8.6

Last column: Löwdin charge in e.
Geometry (Å):
1 C -0.62 0.67 0.63  -0.220
2 N -0.67 -0.75 0.21  -0.085
3 C -2.01 -1.30 0.23  -0.356
4 N -2.01 -2.74 0.12  0.004
5 C 0.48 1.42 -0.11  -0.277
6 N 1.71 0.68 -0.08  -0.135
7 C 2.73 1.32 -0.91  -0.133
8 H -0.44 0.72 1.71  0.115
9 H -1.59 1.10 0.42  0.105
10 H 0.00 -1.26 0.78  0.104
11 H -2.60 -0.95 1.10  0.110
12 H -2.53 -0.86 -0.63  0.106
13 H -1.10 -3.12 0.33  0.057
14 H -2.65 -3.16 0.79  0.064
15 H 0.12 1.69 -1.12  0.115
16 H 0.62 2.37 0.42  0.117
17 H 1.54 -0.22 -0.53  0.087
18 H 2.41 1.37 -1.96  0.076
19 H 2.96 2.30 -0.51  0.073
20 H 3.65 0.72 -0.89  0.072

---

#C
DFT (ωB97M-V with the def2-TZVPD basis set) results for the molecule C4H13N3.

Values from the calculation:
SMILES: NCCNCCN
Lowest unoccupied orbital energy, hartree: 0.0412
Gap between HOMO and LUMO, eV: 9.99
Highest occupied orbital energy, eV: -8.9

Last column: Löwdin charge in e.
Geometry (Å):
1 N -1.21 -1.57 1.88  -0.008
2 C -0.16 -2.33 1.13  -0.267
3 C 0.74 -1.24 0.56  -0.273
4 N 0.12 -0.33 -0.44  -0.102
5 C 1.07 0.76 -0.94  -0.190
6 C 0.12 1.80 -1.56  -0.286
7 N -0.51 2.76 -0.66  -0.006
8 H -2.06 -2.15 1.97  0.068
9 H -1.55 -0.99 1.11  0.034
10 H 0.36 -3.02 1.78  0.100
11 H -0.47 -2.91 0.22  0.112
12 H 1.67 -1.60 0.12  0.105
13 H 1.23 -0.66 1.35  0.102
14 H -0.64 0.21 -0.01  0.070
15 H 1.62 0.19 -1.69  0.109
16 H 1.62 1.04 -0.03  0.107
17 H -0.59 1.25 -2.18  0.107
18 H 0.73 2.42 -2.24  0.107
19 H -0.44 3.75 -0.79  0.058
20 H -1.40 2.43 -0.32  0.055

---

Most stable: #B (next structure +11.5 kcal/mol)

---

#A
DFT (ωB97M-V with the def2-TZVPD basis set) results for the molecule C4H13N3.

Values from the calculation:
SMILES: NCCNCCN
Lowest unoccupied orbital energy, hartree: 0.0381
Gap between HOMO and LUMO, eV: 9.49
Highest occupied orbital energy, eV: -8.5

Last column: Löwdin charge in e.
Geometry (Å):
1 N 2.52 -1.61 -1.89  -0.032
2 C 2.14 -0.89 -0.75  -0.327
3 C 0.72 -1.35 -0.19  -0.173
4 N 0.09 -0.01 0.22  -0.126
5 C -1.33 -0.04 0.51  -0.306
6 C -1.65 1.26 1.27  -0.171
7 N -1.92 2.58 0.26  0.004
8 H 2.46 -1.05 -2.73  0.069
9 H 1.85 -2.37 -1.98  0.066
10 H 2.83 -0.71 0.15  0.104
11 H 2.11 0.30 -1.04  0.144
12 H 0.85 -2.03 0.63  0.097
13 H 0.08 -1.73 -0.92  0.077
14 H 0.65 0.27 1.05  0.100
15 H -1.65 -0.92 1.13  0.108
16 H -1.79 -0.18 -0.56  0.145
17 H -0.77 1.37 1.92  0.090
18 H -2.67 1.10 1.72  0.102
19 H -2.92 2.66 0.38  0.017
20 H -1.61 3.34 0.82  0.013

---

#B
DFT (ωB97M-V with the def2-TZVPD basis set) results for a structure of composition C4H13N3.

Values from the calculation:
Lowest unoccupied orbital energy, hartree: 0.0312
Gap between HOMO and LUMO, eV: 7.63
Highest occupied orbital energy, eV: -6.8

Last column: Löwdin charge in e.
Geometry (Å):
1 C -0.88 1.81 1.81  -0.153
2 C 0.35 1.27 1.45  -0.190
3 C 1.31 -1.70 -0.18  -0.089
4 C -1.65 -0.30 -0.24  0.021
5 N 1.10 -0.42 -0.82  -0.293
6 N -0.01 0.29 -0.22  -0.093
7 N 1.02 -0.58 -2.22  0.026
8 H -0.12 1.13 -0.77  0.098
9 H 1.18 0.31 -2.68  0.076
10 H 0.13 -0.98 -2.52  0.069
11 H -1.14 2.81 1.51  0.013
12 H -1.48 1.35 2.59  0.016
13 H 0.74 0.48 2.06  0.058
14 H 1.14 1.93 1.10  0.071
15 H 1.35 -1.55 0.89  0.075
16 H 0.52 -2.44 -0.41  0.078
17 H 2.26 -2.09 -0.53  0.081
18 H -1.68 -1.09 0.51  0.055
19 H -2.40 0.46 -0.07  0.044
20 H -1.76 -0.69 -1.25  0.037

---

Most stable: #A (next structure +61.5 kcal/mol)

---

#A
DFT (ωB97M-V with the def2-TZVPD basis set) results for a cluster of 2 separate species, C4H13N3 in total.

Values from the calculation:
Lowest unoccupied orbital energy, hartree: -0.1421
Gap between HOMO and LUMO, eV: 3.94
Highest occupied orbital energy, eV: -7.8

Last column: Löwdin charge in e.
Geometry (Å):
1 N 1.62 0.53 -1.42  0.146
2 C 0.89 0.01 -0.25  -0.464
3 C -0.19 1.05 -0.02  -0.177
4 C -1.40 0.79 0.93  -0.389
5 N -1.30 0.92 2.38  -0.018
6 C 0.37 -1.38 -0.63  -0.303
7 N -0.04 -1.28 -2.04  0.052
8 H 0.31 -1.26 1.82  0.205
9 H 2.55 0.66 -1.15  0.034
10 H 1.58 0.01 0.65  0.134
11 H -0.61 1.23 -1.00  0.114
12 H 0.21 1.99 0.27  0.098
13 H -2.14 1.47 0.56  0.098
14 H -1.77 -0.21 0.67  0.095
15 H -1.03 1.89 2.54  0.051
16 H -0.46 0.14 2.01  0.057
17 H 1.18 -2.09 -0.45  0.111
18 H -0.48 -1.72 -0.04  0.063
19 H 0.07 -2.18 -2.52  0.088
20 H 0.63 -0.57 -2.30  0.006

---

#B
DFT (ωB97M-V with the def2-TZVPD basis set) results for the molecule C4H13N3.

Values from the calculation:
SMILES: C[C@H](CN)NCN
Lowest unoccupied orbital energy, hartree: 0.0394
Gap between HOMO and LUMO, eV: 9.55
Highest occupied orbital energy, eV: -8.5

Last column: Löwdin charge in e.
Geometry (Å):
1 C -1.04 0.68 1.51  -0.270
2 N -1.70 1.94 1.48  -0.057
3 C -0.23 0.39 0.02  -0.397
4 C 1.07 1.13 0.04  -0.115
5 N 0.05 -1.01 -0.17  -0.058
6 C 0.35 -1.37 -1.55  -0.388
7 N 0.95 -2.61 -1.71  0.017
8 H -0.09 0.60 2.13  0.101
9 H -1.73 -0.24 1.60  0.122
10 H -2.26 2.17 2.38  0.107
11 H -0.96 2.69 1.44  0.078
12 H -0.93 0.95 -0.70  0.153
13 H 0.90 2.18 0.44  0.080
14 H 1.79 0.68 0.68  0.058
15 H 1.56 1.16 -1.02  0.103
16 H 0.78 -1.35 0.43  0.103
17 H 1.06 -0.58 -2.01  0.122
18 H -0.55 -1.18 -1.93  0.071
19 H 0.34 -3.17 -2.29  0.067
20 H 0.65 -3.05 -0.79  0.099

---

Most stable: #B (next structure +182.4 kcal/mol)

---

#A
DFT (ωB97M-V with the def2-TZVPD basis set) results for the molecule C3H7N5.

Values from the calculation:
SMILES: [H]/N=C\N=C/N(N)/C=N/[H]
Lowest unoccupied orbital energy, hartree: 0.0153
Gap between HOMO and LUMO, eV: 9.71
Highest occupied orbital energy, eV: -9.3

Last column: Löwdin charge in e.
Geometry (Å):
1 C -0.06 -0.90 -1.18  -0.248
2 C -0.56 0.90 0.55  -0.162
3 C 1.47 0.17 1.27  -0.378
4 H -2.79 -0.38 0.40  0.120
5 H -2.67 0.31 -1.20  0.107
6 H -0.61 -1.75 -1.64  0.127
7 H 1.48 -1.06 -2.14  0.038
8 H -1.41 1.64 0.67  0.129
9 H 1.27 -0.87 1.28  0.088
10 H 2.78 1.47 1.52  0.044
11 N -2.29 -0.44 -0.55  0.027
12 N -0.89 -0.22 -0.26  -0.175
13 N 1.10 -0.45 -1.46  0.119
14 N 0.47 1.14 1.30  0.076
15 N 2.71 0.44 1.43  0.088

---

#B
DFT (ωB97M-V with the def2-TZVPD basis set) results for the molecule C3H7N5.

Values from the calculation:
SMILES: [H]/N=C\N/C=N\C(N)=N/[H]
Lowest unoccupied orbital energy, hartree: 0.0211
Gap between HOMO and LUMO, eV: 10.19
Highest occupied orbital energy, eV: -9.6

Last column: Löwdin charge in e.
Geometry (Å):
1 C -1.85 -0.15 -0.09  -0.469
2 C 0.50 -0.49 0.60  -0.242
3 C 2.41 0.44 -0.50  -0.282
4 H -1.50 1.49 1.08  0.082
5 H -3.02 1.66 0.11  0.117
6 H -2.43 -1.82 -0.88  0.017
7 H 1.13 -1.01 1.46  0.166
8 H 0.51 1.02 -0.73  0.119
9 H 3.03 1.31 -0.96  0.137
10 H 2.96 -1.12 0.41  -0.014
11 N -2.00 1.31 0.19  0.056
12 N -2.69 -0.87 -0.78  0.103
13 N -0.73 -0.67 0.70  0.083
14 N 1.10 0.60 -0.02  0.044
15 N 3.31 -0.42 -0.16  0.084

---

Most stable: #B (next structure +15.2 kcal/mol)

---

#A
DFT (ωB97M-V with the def2-TZVPD basis set) results for the molecule C3H7N5.

Values from the calculation:
SMILES: [H]/N=C1/NN=CCNN1
Lowest unoccupied orbital energy, hartree: 0.0272
Gap between HOMO and LUMO, eV: 9.10
Highest occupied orbital energy, eV: -8.4

Last column: Löwdin charge in e.
Geometry (Å):
1 C 0.56 -0.56 -1.08  -0.472
2 C -0.07 1.13 1.64  -0.190
3 C -1.14 0.06 1.57  -0.147
4 H 1.80 -0.79 -2.51  0.046
5 H 1.98 0.89 -0.73  0.140
6 H 0.61 2.32 0.07  0.097
7 H -0.43 2.04 2.12  0.104
8 H 0.85 0.86 2.21  0.116
9 H -1.74 -0.14 2.43  0.085
10 H -1.03 -1.79 -1.03  0.120
11 N 0.87 -1.10 -2.18  0.109
12 N 1.13 0.47 -0.33  0.022
13 N 0.23 1.42 0.23  -0.062
14 N -1.33 -0.76 0.59  0.015
15 N -0.64 -1.05 -0.51  0.018

---

#B
DFT (ωB97M-V with the def2-TZVPD basis set) results for the molecule C3H7N5.

Values from the calculation:
SMILES: [H]/N=C/N(N=C)/C(N)=N/[H]
Lowest unoccupied orbital energy, hartree: 0.0338
Gap between HOMO and LUMO, eV: 9.58
Highest occupied orbital energy, eV: -8.7

Last column: Löwdin charge in e.
Geometry (Å):
1 C 1.35 -0.13 0.02  -0.601
2 C -0.57 -1.39 -0.14  -0.303
3 C -1.95 1.27 0.26  -0.007
4 H 1.12 2.03 -0.59  0.190
5 H 2.70 1.56 -0.04  0.078
6 H 3.09 -1.17 0.61  0.153
7 H 0.20 -2.19 -0.47  0.153
8 H -2.16 -2.33 -0.05  0.056
9 H -2.63 0.43 0.49  0.038
10 H -2.43 2.31 -0.09  0.099
11 N 1.76 1.18 -0.04  0.059
12 N 1.99 -1.18 0.18  0.063
13 N -0.06 -0.15 -0.07  -0.084
14 N -1.75 -1.42 0.00  0.097
15 N -0.65 1.17 -0.07  0.011

---

#C
DFT (ωB97M-V with the def2-TZVPD basis set) results for the molecule C3H7N5.

Values from the calculation:
SMILES: [H]/N=c1/cn[nH]n1NC
Lowest unoccupied orbital energy, hartree: 0.0212
Gap between HOMO and LUMO, eV: 9.13
Highest occupied orbital energy, eV: -8.6

Last column: Löwdin charge in e.
Geometry (Å):
1 C 1.22 -0.32 -1.92  -0.109
2 C -0.12 0.21 1.89  -0.068
3 C -0.12 -0.76 0.71  -0.352
4 H 1.24 0.09 -3.03  0.102
5 H 1.87 0.37 -1.22  0.112
6 H 1.47 -1.49 -1.72  0.088
7 H -0.94 -0.71 -1.87  0.095
8 H -1.40 1.90 -0.19  0.159
9 H -0.05 -0.15 3.03  0.150
10 H 0.34 -2.18 -0.53  0.038
11 N -0.23 -0.07 -1.61  -0.102
12 N -0.60 0.14 -0.27  -0.178
13 N -0.50 1.47 0.12  -0.020
14 N -0.43 1.42 1.48  0.014
15 N 0.56 -1.89 0.49  0.072

---

Most stable: #A (next structure +35.0 kcal/mol)

---

#A
DFT (ωB97M-V with the def2-TZVPD basis set) results for the molecule C4H9O2P.

Values from the calculation:
SMILES: C=[P@@H](C)OCC=O
Lowest unoccupied orbital energy, hartree: 0.0286
Gap between HOMO and LUMO, eV: 8.90
Highest occupied orbital energy, eV: -8.1

Last column: Löwdin charge in e.
Geometry (Å):
1 C -2.69 0.59 -0.81  -0.269
2 C 1.40 1.02 0.67  -0.205
3 C 2.58 0.09 0.25  -0.243
4 C -0.60 -1.54 -0.28  -0.190
5 O 0.28 1.05 -0.19  -0.331
6 O 2.52 -0.68 -0.64  0.075
7 P -1.16 0.26 0.00  0.766
8 H -3.02 1.63 -0.65  -0.020
9 H -2.43 0.30 -1.78  -0.079
10 H 1.12 0.39 1.53  0.121
11 H 1.79 1.98 0.91  0.111
12 H 3.50 0.31 0.77  0.115
13 H -1.49 0.47 1.28  0.004
14 H 0.45 -1.74 -0.04  0.019
15 H -1.35 -2.16 0.30  0.053
16 H -0.90 -1.97 -1.30  0.071

---

#B
DFT (ωB97M-V with the def2-TZVPD basis set) results for the molecule C4H9O2P.

Values from the calculation:
Lowest unoccupied orbital energy (spin up / spin down), hartree: 0.0171 / 0.0217
Gap between HOMO and LUMO (spin up / spin down), eV: 7.87 / 8.32
Highest occupied orbital energy (spin up / spin down), eV: -7.4 / -7.7

Last column: Löwdin charge in e.
Geometry (Å):
1 C 0.81 0.15 1.18  0.000
2 C -0.14 1.33 0.98  -0.275
3 C -1.34 0.05 -0.66  -0.256
4 C -0.20 -0.96 -0.85  -0.511
5 O -0.82 1.29 -0.27  -0.217
6 O -0.49 -2.27 -0.63  -0.065
7 P 0.96 -0.75 -2.34  0.885
8 H 1.92 0.41 0.83  0.081
9 H 0.79 -0.37 2.10  0.014
10 H -1.07 1.25 1.56  0.111
11 H 0.39 2.24 0.87  0.103
12 H -1.79 0.26 -1.61  0.116
13 H -2.13 -0.23 0.09  0.135
14 H -1.31 -2.49 -0.11  0.134
15 H 1.83 -1.76 -1.96  -0.104
16 H 1.78 0.27 -2.07  -0.151

---

Most stable: #A (next structure +47.5 kcal/mol)